{"formula": "H42O21", "method": "ωB97M-V with the def2-TZVPD basis set", "charge": 0, "e_above_lowest_kcal_mol": 172.7, "homo_energy_ev": -10.1, "energy_ev": -43678.3240, "orbital_gap_ha": 0.3417, "symbols": ["O", "H", "H", "O", "H", "H", "O", "H", "H", "O", "H", "H", "O", "H", "H", "O", "H", "H", "O", "H", "H", "O", "H", "H", "O", "H", "H", "O", "H", "H", "O", "H", "H", "O", "H", "H", "O", "H", "H", "O", "H", "H", "O", "H", "H", "O", "H", "H", "O", "H", "H", "O", "H", "H", "O", "H", "H", "O", "H", "H", "O", "H", "H"], "positions_angstrom": [[-0.937, -3.155, -1.161], [-1.756, -2.958, -0.685], [-0.371, -3.633, -0.534], [-3.779, -0.549, -2.849], [-3.080, -0.807, -2.241], [-3.837, -1.424, -3.255], [-0.885, 4.281, -0.739], [-1.102, 4.507, 0.173], [-0.619, 5.173, -0.992], [4.306, 2.339, -0.663], [4.200, 3.033, -1.295], [3.821, 2.434, 0.147], [-1.141, -0.816, -2.542], [-1.009, -1.362, -3.314], [-0.798, -1.178, -1.734], [1.141, -2.321, -2.635], [1.020, -2.741, -1.766], [1.481, -1.436, -2.407], [0.091, 2.484, -2.921], [-0.542, 2.948, -2.343], [-0.443, 1.668, -3.088], [-1.170, 1.099, 1.486], [-0.196, 0.772, 1.498], [-0.984, 2.023, 1.362], [-1.444, -4.291, 1.363], [-1.249, -4.316, 2.307], [-1.948, -3.500, 1.140], [-1.229, -2.371, 3.707], [-1.510, -1.462, 3.942], [-0.354, -2.365, 3.307], [-0.647, 0.392, 4.007], [0.202, -0.034, 4.109], [-0.902, 0.557, 3.090], [3.395, -0.541, -0.999], [4.259, -0.221, -0.773], [2.954, 0.039, -1.641], [-3.977, 1.300, -0.566], [-4.598, 1.662, 0.076], [-4.355, 0.992, -1.382], [1.978, 3.418, 0.302], [2.519, 4.117, 0.684], [1.737, 3.557, -0.641], [2.299, -3.022, 2.699], [2.056, -2.655, 3.538], [2.516, -3.929, 2.483], [1.262, -2.309, 0.120], [2.147, -1.950, 0.209], [1.351, -3.059, 0.706], [-2.907, -1.269, 0.384], [-2.308, -1.037, 1.094], [-2.933, -0.594, -0.282], [1.964, -0.447, 3.295], [1.931, -0.333, 2.288], [2.300, 0.435, 3.469], [1.875, 1.450, -1.475], [2.351, 2.225, -1.797], [0.944, 1.705, -1.726], [1.364, 0.795, 1.125], [1.839, 1.574, 0.715], [1.584, 0.281, 0.269], [-2.647, 1.772, -2.599], [-2.482, 2.206, -1.754], [-2.745, 0.850, -2.294]]}